{
  "formula": "C74H186N12O25",
  "method": "ωB97M-V/def2-TZVPD",
  "elements": ["C", "C", "O", "H", "H", "H", "H", "H", "H", "C", "O", "C", "C", "N", "C", "C", "O", "C", "H", "H", "H", "H", "H", "H", "H", "H", "H", "H", "H", "H", "H", "H", "H", "C", "O", "C", "C", "N", "C", "C", "O", "C", "H", "H", "H", "H", "H", "H", "H", "H", "H", "H", "H", "H", "H", "H", "H", "C", "O", "C", "C", "N", "C", "C", "O", "C", "H", "H", "H", "H", "H", "H", "H", "H", "H", "H", "H", "H", "H", "H", "H", "C", "O", "C", "C", "N", "C", "C", "O", "C", "H", "H", "H", "H", "H", "H", "H", "H", "H", "H", "H", "H", "H", "H", "H", "C", "O", "C", "C", "N", "C", "C", "O", "C", "H", "H", "H", "H", "H", "H", "H", "H", "H", "H", "H", "H", "H", "H", "H", "C", "O", "C", "C", "N", "C", "C", "O", "C", "H", "H", "H", "H", "H", "H", "H", "H", "H", "H", "H", "H", "H", "H", "H", "C", "O", "C", "C", "N", "C", "C", "O", "C", "H", "H", "H", "H", "H", "H", "H", "H", "H", "H", "H", "H", "H", "H", "H", "C", "O", "C", "C", "N", "C", "C", "O", "C", "H", "H", "H", "H", "H", "H", "H", "H", "H", "H", "H", "H", "H", "H", "H", "C", "O", "C", "C", "N", "C", "C", "O", "C", "H", "H", "H", "H", "H", "H", "H", "H", "H", "H", "H", "H", "H", "H", "H", "C", "O", "C", "C", "N", "C", "C", "O", "C", "H", "H", "H", "H", "H", "H", "H", "H", "H", "H", "H", "H", "H", "H", "H", "C", "O", "C", "C", "N", "C", "C", "O", "C", "H", "H", "H", "H", "H", "H", "H", "H", "H", "H", "H", "H", "H", "H", "H", "C", "O", "C", "C", "N", "C", "C", "O", "C", "H", "H", "H", "H", "H", "H", "H", "H", "H", "H", "H", "H", "H", "H", "H"],
  "positions_angstrom": [[12.4217, -23.8543, 13.8828], [11.9955, -25.1144, 13.0729], [13.1085, -25.6865, 12.4695], [13.2561, -24.1265, 14.5291], [11.6033, -23.5099, 14.5151], [12.8452, -23.0745, 13.2499], [11.2770, -24.8252, 12.3061], [11.5100, -25.8809, 13.6770], [13.6769, -25.9450, 13.1987], [15.4654, -17.3215, 14.8155], [16.5324, -18.2513, 15.1262], [17.0306, -18.9656, 13.9954], [17.9153, -18.1061, 13.1652], [19.1034, -17.7092, 14.0035], [19.9356, -16.6204, 13.4587], [21.0743, -16.1085, 14.3316], [20.4375, -15.8232, 15.5793], [21.2598, -15.5935, 16.6749], [14.6926, -17.8809, 14.2883], [15.6143, -16.5614, 14.0485], [15.1296, -16.7939, 15.7082], [16.2393, -19.4450, 13.4191], [17.5707, -19.7896, 14.4616], [17.3223, -17.2547, 12.8309], [18.2461, -18.5948, 12.2487], [18.7697, -17.4118, 14.9092], [19.2897, -15.7447, 13.5232], [20.3475, -16.8142, 12.4683], [21.5461, -15.2437, 13.8652], [21.7307, -16.9587, 14.5171], [20.7346, -15.4674, 17.6216], [21.9719, -14.7787, 16.5433], [21.8884, -16.4824, 16.7296], [0.8181, -30.5913, 23.8368], [1.7652, -30.0727, 22.9119], [1.2167, -29.1251, 21.9952], [2.3374, -28.7419, 20.9901], [3.3990, -27.8713, 21.5314], [4.6414, -27.8920, 20.7259], [5.5704, -26.7333, 21.1697], [6.3995, -27.0491, 22.2793], [5.7737, -27.0000, 23.5395], [1.3572, -31.4036, 24.3241], [-0.0134, -31.0663, 23.3160], [0.5200, -29.8156, 24.5421], [0.8860, -28.2362, 22.5324], [0.3678, -29.5208, 21.4376], [1.8661, -28.2704, 20.1277], [2.7852, -29.6543, 20.5961], [3.6488, -28.2694, 22.4254], [4.4327, -27.8090, 19.6593], [5.1850, -28.8264, 20.8658], [5.0691, -25.7670, 21.2247], [6.3211, -26.6077, 20.3895], [6.5128, -26.9933, 24.3406], [5.1800, -27.9003, 23.6979], [5.0607, -26.1803, 23.6270], [0.7081, -20.4461, 13.9683], [1.6344, -19.9685, 14.9114], [2.7433, -19.3169, 14.3769], [3.8028, -20.3960, 13.9339], [4.4027, -21.0815, 15.0890], [5.2897, -22.1849, 14.6895], [6.1141, -22.7076, 15.8622], [5.2185, -23.2870, 16.8660], [5.8212, -23.6011, 18.1081], [0.4693, -19.7456, 13.1682], [-0.2271, -20.7076, 14.4635], [1.1655, -21.2628, 13.4099], [3.2769, -18.7262, 15.1214], [2.5671, -18.6711, 13.5167], [4.5515, -19.9059, 13.3115], [3.2468, -21.0820, 13.2949], [3.7031, -21.5193, 15.6714], [6.0426, -21.8253, 13.9882], [4.7173, -23.0226, 14.2912], [6.6965, -21.9404, 16.3726], [6.8448, -23.4734, 15.6020], [6.6924, -24.2362, 17.9470], [5.1338, -24.0620, 18.8174], [6.1672, -22.7123, 18.6358], [7.2881, -23.6702, 21.7959], [8.6355, -23.5542, 21.3843], [8.8449, -23.3318, 20.0201], [10.3058, -23.0716, 19.7530], [10.6602, -22.5788, 18.4392], [10.2795, -21.1950, 18.0967], [11.0583, -20.5816, 16.8742], [12.4741, -20.5923, 17.0619], [13.2183, -19.9253, 16.0280], [7.1834, -24.4014, 22.5974], [6.5107, -23.9620, 21.0898], [6.9178, -22.7461, 22.2396], [8.2256, -22.4708, 19.7689], [8.5212, -24.1367, 19.3602], [10.8132, -24.0318, 19.8463], [10.7717, -22.4657, 20.5301], [11.6476, -22.6809, 18.2531], [10.6398, -20.6061, 18.9401], [9.2050, -21.1592, 17.9167], [10.7868, -19.5284, 16.8012], [10.7063, -21.0749, 15.9682], [14.2500, -19.8284, 16.3658], [12.8327, -18.9147, 15.8937], [13.1589, -20.4156, 15.0563], [5.4524, -16.7980, 12.3971], [6.7977, -17.0815, 12.1146], [6.9871, -18.2964, 11.3519], [8.4520, -18.4749, 11.0281], [9.2426, -18.4710, 12.2607], [10.6766, -18.4458, 12.0534], [11.4471, -18.1322, 13.3582], [11.2863, -16.6804, 13.5007], [11.8280, -16.0803, 14.7123], [4.8548, -16.7693, 11.4860], [5.2475, -15.8514, 12.8970], [4.9844, -17.5177, 13.0687], [6.4382, -18.1811, 10.4173], [6.5335, -19.1373, 11.8765], [8.7181, -17.6473, 10.3706], [8.6688, -19.4098, 10.5113], [8.9935, -17.6764, 12.8323], [10.9123, -17.7100, 11.2845], [11.0550, -19.3973, 11.6799], [12.4828, -18.4698, 13.3182], [10.8991, -18.6862, 14.1204], [11.5223, -15.0360, 14.7770], [12.8979, -15.8796, 14.6584], [11.4714, -16.6254, 15.5864], [13.2545, -24.8553, 17.8331], [13.3593, -23.5581, 18.3206], [13.9130, -23.5288, 19.6251], [13.9633, -22.1134, 20.1871], [14.4865, -21.1546, 19.1762], [15.9534, -21.3544, 18.9409], [16.6246, -20.2346, 18.1655], [18.0583, -20.3785, 18.2178], [18.7986, -19.1953, 17.9804], [14.2249, -25.3468, 17.7632], [12.6793, -24.9340, 16.9106], [12.6714, -25.4383, 18.5460], [14.9329, -23.9027, 19.5345], [13.3741, -24.2054, 20.2884], [14.4770, -22.0968, 21.1483], [12.9148, -21.8685, 20.3571], [13.9667, -21.3519, 18.3330], [16.1947, -22.2662, 18.3945], [16.4717, -21.3479, 19.8997], [16.3514, -19.3241, 18.6989], [16.2340, -20.1201, 17.1543], [19.8782, -19.3295, 17.9137], [18.6177, -18.3782, 18.6787], [18.5816, -18.8099, 16.9841], [17.4369, -13.6937, 14.8615], [16.5164, -13.2304, 15.7847], [15.2507, -12.9022, 15.2404], [14.2129, -12.9833, 16.3533], [14.0242, -14.3554, 16.8223], [13.1863, -14.4621, 18.0562], [12.9687, -15.8764, 18.4986], [14.1752, -16.3510, 19.0908], [14.1272, -17.7612, 19.1908], [17.2638, -13.1757, 13.9182], [17.3490, -14.7316, 14.5404], [18.4698, -13.5852, 15.1926], [14.8859, -13.6006, 14.4872], [15.2160, -11.9262, 14.7564], [13.2637, -12.5250, 16.0754], [14.7096, -12.4031, 17.1310], [14.9715, -14.6073, 17.0658], [12.2416, -14.0022, 17.7661], [13.5178, -14.0136, 18.9927], [12.6013, -16.5165, 17.6965], [12.2645, -15.9368, 19.3284], [13.1276, -18.0962, 19.4679], [14.8929, -18.1870, 19.8393], [14.3406, -18.1657, 18.2014], [12.6582, -19.4193, 21.9746], [11.7561, -18.6826, 22.7505], [11.4880, -17.3939, 22.2024], [10.5390, -16.6534, 23.1282], [9.1435, -16.9342, 22.8544], [8.3470, -16.4956, 24.0107], [6.8451, -16.9777, 23.8289], [6.5768, -18.3124, 24.2543], [5.2443, -18.7052, 24.1403], [12.9902, -20.2855, 22.5468], [13.5625, -18.8402, 21.7876], [12.3044, -19.7127, 20.9862], [10.9084, -17.4940, 21.2847], [12.3389, -16.7715, 21.9254], [10.8529, -15.6108, 23.0776], [10.7393, -17.1164, 24.0944], [8.9499, -17.8890, 22.5881], [8.3516, -15.4104, 24.1127], [8.6484, -16.9965, 24.9308], [6.6720, -16.7509, 22.7769], [6.2511, -16.2794, 24.4186], [5.1001, -19.7124, 24.5312], [4.9126, -18.6470, 23.1036], [4.6669, -18.0863, 24.8270], [3.8984, -20.9955, 20.2510], [5.0995, -20.5229, 19.5893], [4.9050, -20.1041, 18.2671], [6.1514, -19.4280, 17.6449], [6.0212, -19.0820, 16.2249], [7.3188, -18.9505, 15.5698], [8.3018, -17.8689, 16.1717], [8.8130, -18.3307, 17.4351], [9.4136, -17.3196, 18.1956], [3.1479, -20.2051, 20.2523], [4.1723, -21.2995, 21.2612], [3.4507, -21.8994, 19.8380], [4.0090, -19.5111, 18.0834], [4.6678, -21.0258, 17.7358], [6.9964, -20.1130, 17.7142], [6.4800, -18.5737, 18.2368], [5.4844, -19.7330, 15.6698], [7.1335, -18.8158, 14.5042], [7.9141, -19.8615, 15.6323], [7.9156, -16.8529, 16.2533], [9.2253, -17.8233, 15.5944], [9.6759, -17.6361, 19.2051], [8.8746, -16.3723, 18.1806], [10.4107, -17.1595, 17.7854], [9.6572, -25.7388, 16.8098], [9.1996, -27.0194, 17.1993], [8.2664, -26.9377, 18.2738], [7.5271, -28.2982, 18.4806], [6.4633, -28.4910, 17.4900], [6.1074, -29.8937, 17.2630], [5.6898, -30.7191, 18.5409], [6.8075, -31.1598, 19.2866], [6.4908, -31.6202, 20.6360], [8.9772, -25.0332, 16.3326], [10.5210, -25.7618, 16.1453], [9.9649, -25.1468, 17.6717], [7.4871, -26.2308, 17.9892], [8.8378, -26.6647, 19.1610], [7.2124, -28.3642, 19.5221], [8.3019, -29.0534, 18.3481], [6.6780, -28.1750, 16.5550], [6.9402, -30.4077, 16.7830], [5.2640, -29.8684, 16.5730], [5.1866, -31.6177, 18.1841], [4.9057, -30.2370, 19.1247], [5.8975, -30.9116, 21.2139], [7.4380, -31.8676, 21.1152], [5.9198, -32.5482, 20.6667], [8.2218, -19.9548, 21.0633], [8.6596, -19.5954, 22.4146], [9.2497, -20.6203, 23.1408], [9.5683, -20.2953, 24.6071], [8.4215, -20.1588, 25.5133], [7.5287, -21.2778, 25.6206], [8.1794, -22.5940, 26.0901], [7.1610, -23.5898, 26.2368], [7.5957, -24.8692, 26.6108], [9.0945, -20.2013, 20.4585], [7.7563, -19.0611, 20.6476], [7.4844, -20.7525, 20.9735], [10.1930, -20.9076, 22.6764], [8.6822, -21.5509, 23.1323], [10.0010, -19.3062, 24.7569], [10.3179, -21.0032, 24.9607], [7.9197, -19.3336, 25.2177], [6.9662, -21.4883, 24.7110], [6.8188, -20.9526, 26.3812], [8.5896, -22.4114, 27.0834], [8.9405, -23.0279, 25.4416], [8.1597, -24.9518, 27.5398], [8.2183, -25.3850, 25.8798], [6.7726, -25.5366, 26.8661], [11.2575, -24.4500, 27.1711], [10.8449, -24.9206, 25.8893], [11.5048, -24.3029, 24.7740], [10.8678, -24.6549, 23.4169], [10.8751, -26.1399, 23.1864], [9.9586, -26.5471, 22.1646], [10.1404, -28.0213, 21.7307], [9.9271, -28.9896, 22.7992], [8.5709, -29.1939, 23.1892], [10.5176, -23.7601, 27.5770], [12.2039, -23.9119, 27.1168], [11.3646, -25.2408, 27.9134], [12.5274, -24.6769, 24.8247], [11.5886, -23.2316, 24.9564], [11.3886, -24.1208, 22.6221], [9.9170, -24.1226, 23.4432], [10.6120, -26.5668, 24.0631], [10.0569, -25.8443, 21.3373], [8.9419, -26.4047, 22.5309], [11.1503, -28.1485, 21.3407], [9.4363, -28.2026, 20.9185], [8.5521, -29.9253, 23.9972], [7.9712, -29.5153, 22.3377], [8.1626, -28.2663, 23.5904]],
  "forces_ev_per_angstrom": [[-0.1, -1.1, -0.1], [-0.3, 1.3, 0.6], [0.7, -0.4, -0.6], [0.0, -0.2, 0.3], [0.0, 0.3, -0.1], [-0.5, 0.0, -0.2], [0.1, -0.1, -0.2], [-0.3, 0.2, 0.5], [0.3, -0.2, -0.1], [0.1, -0.8, -0.6], [-0.8, 1.2, -0.4], [-0.1, -0.7, 1.0], [1.5, 0.9, 0.5], [0.4, -0.7, -1.0], [-0.9, 0.9, 0.6], [-1.0, -1.9, 1.2], [-1.1, 1.0, -0.5], [1.5, -0.9, -0.2], [-0.7, -0.4, 0.6], [1.2, 0.3, 0.1], [0.0, -0.5, 0.1], [-0.4, 0.3, -0.2], [0.3, 0.0, -0.2], [0.0, 0.5, -0.1], [0.1, -0.3, 0.1], [-0.1, 0.0, 0.1], [-0.3, 0.5, -1.2], [-0.4, -0.1, -0.1], [0.2, 0.0, 0.1], [0.8, 0.2, -0.1], [-0.4, 0.0, -0.4], [-0.2, 0.5, -0.1], [0.3, -0.2, 0.7], [1.0, -0.3, -0.5], [-0.4, 0.2, -0.5], [1.5, 0.2, -0.2], [-0.2, -0.1, 0.2], [-0.4, -0.4, -0.3], [-0.3, 1.0, 1.0], [0.8, -1.0, -1.1], [-0.2, 0.5, 0.2], [-0.6, -0.6, 0.1], [-0.1, 0.2, 0.4], [-0.4, 0.3, 0.0], [-0.3, -0.1, 0.1], [-0.1, 0.2, 0.1], [-0.1, -0.3, 0.0], [0.0, 0.3, 0.0], [-0.1, -0.5, 0.0], [-0.1, 0.1, 0.3], [-0.2, 0.2, 0.0], [0.2, -0.2, 0.0], [-0.4, -0.1, 0.6], [-0.1, 0.1, -0.3], [0.1, 0.3, -0.2], [-0.1, -0.3, 0.1], [0.2, 0.4, 0.0], [0.3, -0.1, -0.7], [-0.7, 0.8, 0.6], [2.4, -1.3, -0.4], [-1.2, 0.4, 0.4], [0.3, -0.4, -0.9], [0.5, 0.0, 0.9], [-0.7, -0.5, 1.8], [-0.3, 0.2, -0.6], [0.6, 0.5, -0.3], [0.0, 0.7, 0.2], [0.3, -0.2, 0.1], [-0.4, -0.6, 0.2], [-0.5, 0.1, 0.4], [-0.6, 0.0, -0.1], [0.3, -0.1, 0.2], [0.2, -0.3, -0.3], [-0.4, 0.3, 0.1], [-0.2, 0.0, -0.4], [0.1, -0.1, -0.4], [-0.1, 0.5, -0.2], [-0.1, -0.2, -0.5], [0.0, -0.3, 0.1], [-0.3, -0.3, -0.5], [0.1, 0.4, -0.1], [-0.6, 0.1, 0.9], [-0.1, -0.9, 0.4], [-0.6, 1.2, -0.6], [1.2, -0.2, 0.0], [-0.8, 0.2, -1.6], [1.8, -0.3, 0.1], [-0.5, -0.1, 0.8], [0.0, -0.6, -0.5], [-0.7, 0.1, 0.8], [0.5, -0.2, 0.0], [0.5, -0.1, -0.8], [0.2, 0.4, -0.1], [0.1, 0.3, -0.5], [-0.2, -0.4, 0.2], [0.1, -0.3, 0.1], [-0.3, 0.5, 0.6], [0.1, -0.3, 0.2], [-0.7, 0.8, 0.3], [0.1, 0.5, 0.1], [-0.5, 0.1, 0.0], [0.4, -0.3, -0.4], [-0.1, -0.2, 0.0], [-0.1, 0.3, 0.0], [0.0, -0.4, 0.0], [-0.8, -0.3, -0.1], [0.5, -0.2, 0.0], [-0.7, 0.7, 0.0], [0.4, 0.4, 1.1], [-0.1, -0.5, 0.3], [0.7, 0.0, 0.2], [-1.5, 1.4, -1.1], [0.7, -0.6, 1.0], [-0.3, 0.1, -1.2], [-0.1, -0.1, -0.3], [1.0, 0.3, -0.1], [0.1, -0.5, 0.1], [-0.1, -0.1, -0.3], [0.2, -0.2, 0.3], [0.3, 0.2, -0.3], [-0.4, -0.1, -0.1], [-0.2, 0.2, -0.1], [0.4, 0.3, -0.1], [-0.3, -0.3, -0.1], [0.1, 0.3, 0.0], [0.2, 0.1, 0.6], [-0.9, -0.1, -0.1], [0.4, -1.1, 0.2], [0.4, 0.0, 0.2], [-0.5, -1.0, 0.6], [-0.1, 1.0, 0.0], [1.1, -0.3, 0.1], [-0.8, 0.0, -1.6], [1.4, -0.3, 1.0], [-0.2, 0.0, -0.2], [0.2, 1.1, 0.7], [-0.2, -0.4, 0.2], [-0.3, 0.5, -1.1], [0.2, 0.0, -0.3], [0.4, 0.6, -0.2], [-0.1, -0.4, 0.2], [0.3, -0.3, 0.1], [-0.2, -0.1, 0.2], [0.2, 0.1, -0.2], [0.0, 0.5, 0.2], [-0.1, 0.2, -0.2], [-0.1, -0.5, 0.2], [-0.2, -0.3, 0.2], [0.1, 0.3, -0.1], [0.3, -0.2, -0.3], [-0.1, -0.8, 0.5], [-0.3, -0.1, 0.4], [-0.4, 0.2, -0.2], [0.4, -0.1, -1.6], [-0.7, 0.0, 0.7], [-1.2, -0.7, -0.1], [0.8, 0.4, 0.5], [0.1, 0.0, 0.8], [-0.2, 0.0, -0.9], [0.3, -0.4, 0.5], [0.3, -0.1, -0.2], [0.1, -0.1, -0.9], [0.5, 0.5, -0.2], [-0.5, -0.6, 0.6], [-0.2, 0.3, 0.2], [0.5, -0.5, -0.4], [0.4, 0.3, 0.2], [0.0, 0.0, -0.1], [-0.5, 0.5, 0.5], [0.2, -0.6, 0.2], [-0.3, 0.0, 0.3], [0.6, 0.9, -0.3], [0.3, -0.2, -0.2], [-0.7, 0.3, -0.2], [0.0, -0.1, 0.3], [-0.2, 0.5, 0.3], [-0.1, -0.3, -0.2], [0.9, 0.1, 0.2], [0.1, 0.7, -0.3], [-1.4, -0.3, -0.4], [0.7, -1.5, 0.0], [-0.3, 2.3, 0.3], [-1.8, -2.3, -0.9], [1.1, 1.3, 0.3], [1.4, 0.5, -0.4], [-0.3, 0.3, 0.5], [-0.3, -0.2, 0.0], [0.2, 0.2, 0.0], [-0.5, -0.1, -0.1], [0.1, -0.3, -0.6], [0.7, -0.4, 0.4], [-0.7, 0.3, 0.3], [0.6, 0.6, 0.7], [0.3, -0.2, 0.4], [0.1, -0.1, 0.0], [0.5, 0.3, 0.5], [-0.6, -0.6, -0.3], [-0.4, 0.0, 0.1], [0.5, -0.2, -0.3], [-0.3, 0.1, 0.0], [-0.6, 0.4, -0.3], [0.9, 0.3, -0.3], [-0.4, 0.1, 1.4], [-0.1, -0.7, -1.6], [-0.2, -0.9, 0.1], [0.7, 1.4, 0.4], [0.6, 0.9, 0.9], [0.3, -1.0, -0.1], [-1.4, -0.2, 0.6], [1.2, -0.1, -0.5], [-0.1, 0.0, 0.2], [0.2, 0.5, 0.1], [0.2, 0.0, -0.7], [-0.1, 0.6, 0.6], [0.2, -0.1, -0.6], [0.2, -0.5, 0.4], [-0.3, 0.2, 0.0], [-0.4, -0.4, 0.6], [0.2, 0.5, 0.0], [0.2, -0.6, 0.2], [-0.4, 0.0, 0.1], [-0.2, 0.2, -1.0], [-0.8, -0.3, 0.2], [-0.2, 0.0, 0.2], [0.3, 0.6, -0.4], [0.6, 0.7, 0.6], [-0.2, 0.2, -0.7], [-0.6, -1.1, -0.5], [1.6, 0.8, -1.3], [-0.7, -0.3, 0.9], [-0.2, -0.3, 1.5], [-0.1, -0.3, -1.4], [-0.2, 0.2, 1.5], [0.3, -0.1, -1.1], [-1.0, -0.5, -0.3], [0.0, -0.7, 0.0], [0.3, -0.1, 0.4], [0.0, 0.5, 0.4], [-0.3, 0.3, 0.3], [-0.5, 0.0, -0.2], [0.2, -0.3, 0.2], [0.6, 0.7, 0.3], [0.1, -0.4, 0.0], [-0.1, -0.3, 0.0], [-0.2, -0.2, -0.4], [0.3, 0.6, 0.3], [0.3, 0.4, -0.1], [0.0, 0.4, 0.0], [-0.2, -0.2, -0.5], [0.6, 0.7, 0.8], [-1.4, -0.3, -1.3], [1.2, -1.1, 0.6], [-0.8, 1.3, 0.1], [1.2, -0.7, -0.1], [-0.3, -0.5, 0.2], [-0.5, -0.2, 0.6], [-0.5, 0.1, -0.1], [0.3, -0.8, 0.5], [0.1, -0.1, 0.0], [0.1, 0.1, 0.1], [0.0, -0.1, 0.6], [0.4, 0.0, -0.3], [-0.5, 0.0, -0.1], [0.6, 0.0, -0.8], [-0.2, -0.2, 0.1], [-0.3, -0.1, 0.1], [-0.2, -0.1, -0.4], [-0.3, -0.5, 0.0], [0.5, 0.0, 0.1], [0.3, 0.4, -0.2], [0.5, 0.8, 0.3], [0.0, 0.2, -0.4], [-0.6, 0.4, -0.6], [-0.1, 0.4, -0.3], [-0.5, -0.2, -0.1], [1.0, -0.7, 0.4], [0.1, -0.4, 1.3], [0.8, 1.8, 0.7], [-0.6, -0.6, 0.1], [-0.5, 0.4, 0.8], [0.4, 0.5, -0.6], [0.6, 0.7, -0.1], [-0.1, 0.2, -0.1], [0.2, 0.0, -0.1], [0.0, -0.4, -0.4], [0.4, -0.1, -0.3], [-0.4, 0.3, -0.3], [0.4, -0.2, -0.1], [-0.8, -0.6, -0.2], [0.1, -0.2, 0.2], [0.1, -0.3, -0.4], [-0.5, -0.1, -0.2], [0.0, -0.3, 0.3], [-0.2, -0.2, -0.1], [0.2, -0.2, -0.2], [-0.2, -0.1, 0.0], [-0.2, 0.0, -0.1]],
  "homo_energy_ev": -8.06,
  "orbital_gap_ha": 0.31183
}